(1)
{
  "formula": "C46H123N13O15",
  "method": "ωB97M-V with the def2-TZVPD basis set",
  "spin_multiplicity": 2,
  "charge": 1,
  "max_force_ev_per_a": 7.5,
  "energy_ha": -3665.992614,
  "s2": 0.756,
  "species": ["C", "O", "N", "N", "H", "H", "H", "H", "C", "O", "N", "N", "H", "H", "H", "H", "C", "O", "C", "C", "N", "C", "C", "O", "C", "H", "H", "H", "H", "H", "H", "H", "H", "H", "H", "H", "H", "H", "H", "H", "C", "O", "C", "C", "N", "C", "C", "O", "C", "H", "H", "H", "H", "H", "H", "H", "H", "H", "H", "H", "H", "H", "H", "H", "C", "O", "C", "C", "N", "C", "C", "O", "C", "H", "H", "H", "H", "H", "H", "H", "H", "H", "H", "H", "H", "H", "H", "H", "C", "O", "C", "C", "N", "C", "C", "O", "C", "H", "H", "H", "H", "H", "H", "H", "H", "H", "H", "H", "H", "H", "H", "H", "C", "C", "C", "O", "C", "N", "H", "H", "H", "H", "H", "H", "H", "H", "H", "H", "H", "C", "C", "C", "O", "C", "N", "H", "H", "H", "H", "H", "H", "H", "H", "H", "H", "H", "C", "C", "C", "O", "C", "N", "H", "H", "H", "H", "H", "H", "H", "H", "H", "H", "H", "C", "C", "C", "O", "C", "N", "H", "H", "H", "H", "H", "H", "H", "H", "H", "H", "H", "C", "C", "C", "O", "C", "N", "H", "H", "H", "H", "H", "H", "H", "H", "H", "H", "H"],
  "coordinates": [[4.4492, 1.5189, 1.0126], [4.8126, 1.9071, -0.0521], [5.0872, 0.7685, 1.8159], [3.4152, 2.0339, 1.6804], [4.7785, 0.6148, 2.7652], [6.0275, 0.4642, 1.6078], [2.8290, 2.5164, 1.0144], [3.1437, 1.5951, 2.5487], [-4.5815, -0.8310, -0.8667], [-5.3776, -0.0193, -0.3351], [-3.4867, -1.3699, -0.4623], [-4.6384, -1.0478, -2.1418], [-2.9484, -2.0161, -1.0216], [-3.0806, -1.0530, 0.4065], [-4.0505, -1.7554, -2.5586], [-5.2635, -0.5718, -2.7765], [1.7676, 11.3963, -2.4199], [2.1527, 10.1237, -1.8571], [1.2835, 8.9998, -2.1763], [1.6966, 7.9645, -1.1606], [0.9702, 6.7433, -1.3181], [1.7135, 5.5652, -0.6576], [0.8670, 5.1377, 0.6116], [0.8203, 6.3079, 1.4280], [0.5629, 6.0765, 2.8151], [2.5556, 12.1380, -2.5500], [0.8943, 11.7667, -1.8831], [1.4308, 11.2781, -3.4498], [1.4670, 8.5963, -3.1720], [0.2277, 9.2073, -2.0020], [1.5671, 8.2853, -0.1270], [2.7730, 7.8249, -1.2607], [0.1284, 6.7800, -0.7612], [2.7682, 5.7661, -0.4694], [1.8316, 4.6510, -1.2393], [1.4802, 4.3783, 1.0969], [-0.1155, 4.7182, 0.3950], [-0.4836, 5.7928, 2.9263], [0.8336, 7.0425, 3.2416], [1.2400, 5.3559, 3.2739], [-1.8106, 2.0549, 2.9175], [-2.1250, 0.6754, 3.3520], [-3.3958, 0.4927, 3.8861], [-4.2894, 0.2188, 2.6164], [-5.7638, 0.0374, 2.7732], [-5.9293, -1.2198, 3.4618], [-7.4388, -1.6064, 3.3822], [-7.5147, -3.0110, 3.6942], [-7.2443, -3.9525, 2.6246], [-0.7832, 2.1098, 2.5573], [-1.8996, 2.7544, 3.7487], [-2.3952, 2.3744, 2.0548], [-3.5995, 1.2276, 4.6650], [-3.3226, -0.3880, 4.5241], [-3.7569, -0.5043, 1.9986], [-4.1829, 1.0349, 1.9018], [-6.0372, 0.0748, 1.8016], [-5.6300, -1.1677, 4.5086], [-5.4448, -2.0825, 3.0045], [-7.8371, -1.3964, 2.3896], [-8.0723, -1.0256, 4.0526], [-7.2686, -4.9808, 2.9851], [-6.1792, -3.8668, 2.4097], [-7.8076, -3.8345, 1.6990], [5.7687, -9.1734, 0.2432], [5.1522, -7.9478, 0.1997], [5.8942, -6.9328, 1.0751], [5.0634, -5.6863, 1.1844], [4.6806, -5.1240, -0.1386], [3.8981, -3.8484, 0.0203], [3.2236, -3.7157, -1.3025], [4.0922, -3.3626, -2.3784], [3.5590, -2.8613, -3.5284], [5.4763, -9.8375, -0.5701], [5.6368, -9.8140, 1.1152], [6.8292, -9.1964, -0.0078], [6.7793, -6.6267, 0.5174], [6.2782, -7.3361, 2.0121], [5.6364, -4.9364, 1.7297], [4.1495, -5.8256, 1.7620], [5.4561, -4.8458, -0.7227], [4.4755, -2.9987, 0.3848], [3.0420, -3.9855, 0.6808], [2.4399, -2.9583, -1.3229], [2.7278, -4.6542, -1.5503], [3.1405, -1.8882, -3.2715], [2.8082, -3.3797, -4.1248], [4.3211, -2.6240, -4.2708], [-0.9553, -4.7186, 0.3037], [-1.9359, -3.7760, 0.4923], [-2.7500, -3.8607, 1.6147], [-1.9454, -3.4291, 2.9081], [-2.4664, -3.5511, 4.2593], [-2.6837, -4.9298, 4.6027], [-3.2837, -5.0660, 5.9761], [-4.7110, -4.8021, 5.9030], [-5.4753, -5.8577, 5.4570], [-0.5335, -5.2298, 1.1690], [-0.1601, -4.3785, -0.3597], [-1.4056, -5.6298, -0.0901], [-3.0288, -4.9144, 1.6216], [-3.6554, -3.2701, 1.4750], [-1.5075, -2.4774, 2.6071], [-0.9879, -3.9467, 2.8507], [-3.3083, -3.0284, 4.4545], [-1.7415, -5.4192, 4.8494], [-3.1373, -5.5453, 3.8258], [-2.9921, -4.3218, 6.7172], [-3.0829, -6.0404, 6.4214], [-5.3054, -6.7420, 6.0713], [-5.2650, -6.2426, 4.4592], [-6.5194, -5.5461, 5.4279], [-0.7456, 1.7050, -0.4277], [0.5632, 1.0638, -0.0728], [0.7957, -0.3152, -0.6315], [1.8950, -0.9194, -0.0583], [1.5268, -1.7564, 1.0286], [1.5920, 2.0508, -0.3231], [-1.5863, 1.0113, -0.4378], [-0.7715, 2.3593, -1.2991], [-1.1323, 2.3708, 0.3438], [0.4907, 0.9910, 1.0123], [0.8439, -0.3159, -1.7204], [-0.1126, -0.8889, -0.4472], [1.0212, -1.3720, 1.9145], [2.3982, -2.1170, 1.5750], [0.8749, -2.5499, 0.6633], [1.5209, 2.2490, -1.3109], [2.3264, 1.3639, -0.2289], [-1.1299, 4.7358, -3.9129], [-0.8112, 3.8505, -5.1447], [-1.6293, 2.5093, -5.1854], [-0.9579, 1.4395, -4.6207], [-1.7155, 0.5031, -3.9707], [-1.2069, 4.8090, -6.1156], [-2.1132, 5.2056, -3.9381], [-0.3959, 5.4084, -3.4690], [-1.3762, 4.0895, -3.0705], [0.2701, 3.7136, -5.1397], [-1.8332, 2.3844, -6.2488], [-2.6551, 2.6771, -4.8572], [-2.4854, -0.0095, -4.5474], [-2.1317, 1.0202, -3.1061], [-0.9906, -0.1687, -3.5110], [-0.6297, 5.5984, -5.8631], [-0.8296, 4.7797, -7.0520], [-7.2407, 4.6177, -3.0922], [-5.9457, 5.5843, -2.8723], [-4.6616, 4.8047, -2.5241], [-4.8155, 4.3252, -1.2124], [-3.5159, 3.7870, -0.8786], [-5.8440, 6.3836, -4.0409], [-7.0929, 4.0627, -4.0186], [-8.0228, 5.3722, -3.1760], [-7.3656, 3.8821, -2.2976], [-6.0110, 6.3459, -2.0952], [-3.7666, 5.3983, -2.7100], [-4.5416, 3.9803, -3.2270], [-3.1232, 2.9833, -1.5015], [-3.6463, 3.2873, 0.0813], [-2.7902, 4.5923, -0.7659], [-6.7873, 6.7005, -4.2139], [-5.7253, 5.6907, -4.7662], [5.6292, -6.0146, 5.2833], [5.8912, -4.5502, 4.7450], [4.5723, -3.6817, 4.9180], [3.4486, -4.1607, 4.1596], [2.2786, -3.3881, 4.5079], [6.9522, -3.9438, 5.5221], [5.2839, -6.0184, 6.3172], [6.4918, -6.6475, 5.0750], [4.8056, -6.4159, 4.6929], [6.2284, -4.6487, 3.7131], [4.6910, -2.6018, 4.8298], [4.4051, -3.7992, 5.9887], [1.7043, -3.6247, 5.4036], [1.5410, -3.5171, 3.7158], [2.4175, -2.3071, 4.5214], [7.7228, -4.5962, 5.5491], [7.2370, -3.0530, 5.1409], [4.2766, 0.8507, -7.8172], [4.5608, 0.1656, -6.5203], [3.7681, 0.9395, -5.3483], [4.1007, 0.2292, -4.1663], [3.6187, 0.7177, -3.0425], [4.1417, -1.2355, -6.6576], [4.7339, 1.8235, -7.9975], [3.2252, 0.9509, -8.0869], [4.7812, 0.2855, -8.6008], [5.5972, 0.2856, -6.2046], [2.7108, 0.9013, -5.6106], [4.0913, 1.9775, -5.4283], [3.9466, -0.0129, -2.3031], [2.5423, 0.5861, -3.1529], [3.7278, 1.7760, -2.8056], [3.1375, -1.2146, -6.7637], [4.2452, -1.7183, -5.7766]],
  "mulliken_spin": [0.00, 0.00, 0.00, 0.00, 0.00, 0.00, 0.00, 0.00, 0.00, 0.00, 0.00, 0.00, 0.00, 0.00, 0.00, 0.00, 0.00, 0.00, 0.00, 0.00, 0.00, 0.00, 0.00, 0.00, 0.00, 0.00, 0.00, 0.00, 0.00, 0.00, 0.00, 0.00, 0.00, 0.00, 0.00, 0.00, 0.00, 0.00, 0.00, 0.00, 0.00, 0.00, 0.00, 0.00, 0.02, 0.00, 0.00, 0.00, 0.00, 0.00, 0.00, 0.00, 0.00, 0.00, 0.00, 0.00, 0.00, 0.00, 0.00, 0.00, 0.00, 0.00, 0.00, 0.00, 0.00, 0.00, 0.00, 0.00, 0.00, 0.00, 0.00, 0.00, 0.00, 0.00, 0.00, 0.00, 0.00, 0.00, 0.00, 0.00, 0.00, 0.00, 0.00, 0.00, 0.00, 0.00, 0.00, 0.00, -0.01, 0.09, 0.10, 0.04, 0.64, 0.00, 0.01, 0.01, 0.00, 0.01, 0.00, 0.01, 0.01, -0.01, 0.01, 0.00, -0.02, 0.02, 0.05, 0.00, 0.00, 0.00, 0.00, 0.00, 0.00, 0.00, 0.00, 0.00, 0.00, 0.00, 0.00, 0.00, 0.00, 0.00, 0.00, 0.00, 0.00, 0.00, 0.00, 0.00, 0.00, 0.00, 0.00, 0.00, 0.00, 0.00, 0.00, 0.00, 0.00, 0.00, 0.00, 0.00, 0.00, 0.00, 0.00, 0.00, 0.00, 0.00, 0.00, 0.00, 0.00, 0.00, 0.00, 0.00, 0.00, 0.00, 0.00, 0.00, 0.00, 0.00, 0.00, 0.00, 0.00, 0.00, 0.00, 0.00, 0.00, 0.00, 0.00, 0.00, 0.00, 0.00, 0.00, 0.00, 0.00, 0.00, 0.00, 0.00, 0.00, 0.00, 0.00, 0.00, 0.00, 0.00, 0.00, 0.00, 0.00, 0.00, 0.00, 0.00, 0.00, 0.00, 0.00, 0.00, 0.00, 0.00, 0.00, 0.00, 0.00]
}



(2)
{
  "formula": "C6H12O",
  "method": "ωB97M-V with the def2-TZVPD basis set",
  "charge": 0,
  "max_force_ev_per_a": 1.6,
  "energy_ha": -310.993170,
  "smiles": "C[C@@H]1C[C@@H]1[C@@H](C)O",
  "species": ["C", "C", "C", "C", "C", "C", "O", "H", "H", "H", "H", "H", "H", "H", "H", "H", "H", "H", "H"],
  "coordinates": [[-2.0259, -0.9709, -0.0036], [-1.4329, 0.4229, 0.0868], [-0.4692, 0.8522, -1.1413], [0.0105, 0.6683, 0.2408], [1.0447, -0.3781, 0.5072], [2.2369, 0.1641, -0.2731], [1.2214, -0.4894, 1.9117], [-1.4353, -1.6000, -0.6746], [-3.0391, -0.9052, -0.4131], [-2.1022, -1.4986, 0.9585], [-2.0626, 1.1044, 0.6747], [-0.2709, 0.0449, -1.8588], [-0.4167, 1.8311, -1.6241], [0.2623, 1.6046, 0.7356], [0.7304, -1.3499, 0.0911], [1.7365, 0.7239, -1.0956], [2.8797, -0.5846, -0.7364], [2.8135, 0.8621, 0.3444], [0.3190, -0.5017, 2.2698]],
  "lowdin_charge": [-0.08, -0.24, -0.06, -0.34, -0.42, -0.03, -0.02, 0.07, 0.08, 0.08, 0.13, 0.11, 0.10, 0.16, 0.14, 0.07, 0.08, 0.09, 0.10]
}



(3)
{
  "formula": "C10H18N5STl",
  "method": "ωB97M-V with the def2-TZVPD basis set",
  "charge": 0,
  "max_force_ev_per_a": 2.7,
  "energy_ha": -1236.287523,
  "species": ["Tl", "C", "C", "C", "C", "N", "C", "S", "N", "H", "H", "H", "H", "H", "C", "N", "C", "C", "N", "N", "C", "C", "H", "H", "H", "H", "H", "H", "H", "H", "H", "H", "H", "H", "H"],
  "coordinates": [[-0.5986, -1.6122, 1.1641], [-0.4351, -2.6277, 5.3253], [-0.1023, -1.2364, 5.0512], [0.3489, -0.3821, 6.0545], [0.5386, 0.9208, 5.7171], [0.3425, 1.4061, 4.4968], [-0.0019, 0.5000, 3.5659], [-0.1626, 1.0274, 1.9515], [-0.2945, -0.7726, 3.8250], [-0.9029, -2.7148, 6.3107], [0.4747, -3.2200, 5.3477], [-0.9943, -3.1247, 4.5635], [0.4067, -0.7809, 7.0787], [0.7983, 1.7541, 6.4375], [0.4865, -1.9866, -3.5864], [0.0390, -0.5712, -3.6761], [-0.7189, -0.2505, -4.9199], [0.1174, 0.1835, -2.5324], [0.4896, -0.3335, -1.4001], [-0.2413, 1.5294, -2.7518], [0.5734, 2.2609, -3.7341], [-0.5143, 2.2999, -1.5351], [0.5821, -2.4821, -4.5813], [-0.3223, -2.5744, -3.1151], [1.3671, -2.0290, -2.9594], [-1.2247, -1.1771, -5.1923], [-0.0325, 0.0538, -5.7351], [-1.3939, 0.5501, -4.7250], [0.6842, 0.3889, -0.6911], [1.1094, 1.5845, -4.4083], [1.3438, 2.8745, -3.2952], [0.0287, 2.9871, -4.3910], [-0.8906, 1.7192, -0.7367], [-1.2429, 3.0504, -1.7763], [0.3424, 2.7854, -1.1465]],
  "lowdin_charge": [0.61, -0.04, -0.35, -0.04, -0.15, 0.05, -0.92, 0.44, -0.02, 0.09, 0.09, 0.07, 0.12, 0.13, -0.06, -0.16, -0.04, -0.46, 0.06, -0.15, -0.07, -0.07, 0.09, 0.09, 0.07, 0.08, 0.09, 0.07, -0.02, 0.08, 0.07, 0.10, 0.03, 0.09, 0.08]
}